No. 1
Entry from the Open Molecules 2025 dataset: C3H5NO in the gas phase (ωB97M-V with the def2-TZVPD basis set).

Values from the calculation:
**E_LUMO**: 0.948 eV
**SMILES**: COC1=NC1
**Energy relative to the best compared isomer or geometry (same formula, charge and spin)**: 296.3 kJ/mol
**Spin multiplicity**: 1

Each line ends with the natural charge from an NBO analysis.
CARTESIAN COORDINATES (ANGSTROEM)
C (-0.2254, -0.1717, -0.3557)  0.5262
C (-1.2986, -0.2432, -1.4467)  -0.3419
C (1.2354, 0.2638, 1.2245)  -0.2547
N (-1.3731, 0.0249, 0.0664)  -0.4602
O (0.9700, -0.3471, -0.0670)  -0.4507
H (-1.4229, 0.6075, -2.1160)  0.1899
H (-1.7969, -1.2535, -1.6569)  0.1916
H (0.4039, 0.8824, 1.4515)  0.2084
H (2.1682, 0.7788, 1.0465)  0.1986
H (1.3393, -0.5419, 1.8534)  0.1928

***

No. 2
Entry from the Open Molecules 2025 dataset: C5H8O in the gas phase (ωB97M-V with the def2-TZVPD basis set).

Values from the calculation:
**E_LUMO**: 1.084 eV
**SMILES**: C1CC2(CC2)O1
**Energy relative to the best compared isomer or geometry (same formula, charge and spin)**: 418.4 kJ/mol
**Spin multiplicity**: 1

Each line ends with the natural charge from an NBO analysis.
CARTESIAN COORDINATES (ANGSTROEM)
C (1.1346, -0.1041, 1.2995)  -0.4404
C (0.8580, -1.4306, 0.6705)  -0.4584
C (0.0049, -0.2435, 0.2996)  0.2166
C (-1.5225, 0.2408, -0.5740)  -0.3317
C (-0.6139, 1.2140, -1.2008)  -0.1007
O (0.4436, 0.3160, -0.9876)  -0.5494
H (2.0113, 0.4238, 0.9271)  0.2303
H (0.9673, 0.0402, 2.3544)  0.2165
H (0.4825, -2.2382, 1.2877)  0.2184
H (1.5431, -1.7951, -0.0886)  0.2239
H (-2.1519, 0.4654, 0.2485)  0.2045
H (-1.9432, -0.4405, -1.3276)  0.2211
H (-0.6559, 1.4054, -2.2733)  0.1881
H (-0.5579, 2.1464, -0.6353)  0.1610

***

No. 3
Entry from the Open Molecules 2025 dataset: C9H5NO3 as an isolated structure (ωB97M-V with the def2-TZVPD basis set).

Values from the calculation:
**E_LUMO (alpha / beta)**: 0.072 / -1.317 eV
**Expectation value of S²**: 2.028
**Spin multiplicity**: 3

Each line ends with the natural charge from an NBO analysis.
CARTESIAN COORDINATES (ANGSTROEM)
C (2.2115, 1.1090, -0.3059)  0.1583
C (-1.1416, -0.4553, 0.1610)  -0.0779
C (-0.7913, 0.5708, -0.6441)  0.2543
C (-0.5617, 0.2251, 1.3589)  0.3031
C (-0.1604, 1.4728, 0.4156)  0.1319
C (0.3772, 0.8261, -2.6387)  0.7337
C (0.9604, -0.0744, 1.5488)  -0.4793
C (1.2749, 0.9482, 0.6128)  -0.0499
C (-1.7822, -1.7577, 0.0703)  -0.6759
N (2.9007, 1.3979, -1.2232)  -0.1900
O (1.5572, 0.8484, -2.7320)  -0.4926
O (-0.9307, 1.5007, 1.5645)  -0.3802
O (-0.7032, 0.6895, -2.0402)  -0.4762
H (1.3115, 0.4096, 2.5283)  0.2575
H (1.4582, -1.0263, 1.3372)  0.2560
H (-1.1328, -2.6460, 0.2072)  0.2418
H (-2.6991, -2.0002, 0.7444)  0.2419
H (-2.1486, -2.0381, -0.9651)  0.2437

***

No. 4
Entry from the Open Molecules 2025 dataset: a 3-piece molecular cluster, C37H60N8O4PS overall (ωB97M-V with the def2-TZVPD basis set).

Values from the calculation:
**Charge**: +1
**E_LUMO (alpha / beta)**: -3.001 / -3.001 eV
**Expectation value of S²**: 2.008
**Spin multiplicity**: 3

Each line ends with the Mulliken spin population.
CARTESIAN COORDINATES (ANGSTROEM)
O (5.0123, -7.7273, -3.6724)  0.0000
P (6.0990, -6.7524, -3.5731)  0.0000
N (5.7575, -5.3905, -2.6019)  0.0000
C (5.1380, -4.2245, -2.8896)  0.0000
N (4.9754, -3.2616, -1.9948)  0.0000
C (4.2924, -2.3122, -2.6043)  0.0000
C (3.8359, -1.0731, -1.9283)  -0.0001
C (2.5091, -1.4043, -1.2169)  -0.0014
C (1.3932, -1.6438, -2.1893)  0.0030
O (0.9810, -2.7563, -2.3655)  -0.0001
N (0.8979, -0.5593, -2.9043)  -0.0005
C (-0.3764, -0.7506, -3.5494)  -0.0006
C (-1.5378, -0.3181, -2.9199)  -0.0009
C (-2.7783, -0.4773, -3.5372)  -0.0003
C (-2.8653, -1.0749, -4.7946)  -0.0001
C (-1.6995, -1.5040, -5.4222)  0.0000
C (-0.4593, -1.3386, -4.8043)  0.0001
N (4.0341, -2.6345, -3.8675)  0.0000
C (3.3288, -1.9080, -4.9060)  0.0000
C (4.2517, -1.2636, -5.9514)  0.0000
C (4.4574, 0.2429, -5.6936)  0.0000
S (4.8162, 1.1803, -7.2008)  0.0000
N (4.5757, -3.8943, -4.0573)  0.0000
C (4.3923, -4.5690, -5.3042)  0.0000
C (5.2958, -4.4714, -6.3428)  0.0000
C (5.0068, -5.1337, -7.5168)  0.0000
N (3.9128, -5.8652, -7.7360)  0.0000
C (3.0756, -5.9516, -6.7062)  0.0000
C (3.2579, -5.3308, -5.4843)  0.0000
H (7.2309, -7.2655, -2.9256)  0.0000
H (6.5255, -6.2598, -4.8099)  0.0000
H (6.0544, -5.4585, -1.6393)  0.0000
H (4.5916, -0.8093, -1.1995)  0.0000
H (3.7063, -0.2693, -2.6429)  0.0000
H (2.6492, -2.3337, -0.6807)  -0.0001
H (2.2467, -0.6488, -0.4824)  0.0014
H (0.8735, 0.2696, -2.3206)  -0.0001
H (-1.5047, 0.1366, -1.9397)  0.0022
H (-3.6816, -0.1399, -3.0582)  -0.0002
H (-3.8243, -1.1940, -5.2667)  0.0000
H (-1.7627, -1.9658, -6.3942)  0.0000
H (0.4156, -1.6901, -5.3267)  -0.0001
H (2.5832, -2.5473, -5.3600)  0.0000
H (2.7739, -1.1161, -4.4251)  -0.0001
H (3.8023, -1.3973, -6.9276)  0.0000
H (5.2319, -1.7221, -5.9426)  0.0000
H (3.6022, 0.6787, -5.1900)  0.0000
H (5.3556, 0.3570, -5.0993)  0.0000
H (4.1430, 0.4665, -8.1132)  0.0000
H (6.2025, -3.8969, -6.2518)  0.0000
H (5.7030, -5.0492, -8.3364)  0.0000
H (2.1885, -6.5474, -6.8513)  0.0000
H (2.5275, -5.4408, -4.6998)  0.0000
C (-0.5726, 0.2396, 4.1585)  0.0159
C (-1.8921, -0.1783, 3.4613)  0.0162
C (-2.5442, -1.3148, 4.2499)  0.0314
C (-1.7950, -2.6424, 4.1055)  -0.0210
C (-1.6311, -3.0198, 2.6325)  0.0223
C (-0.9702, -1.9125, 1.8132)  0.0221
N (-1.6774, -0.6139, 2.0415)  0.3781
O (-2.7931, -0.6047, 1.3913)  0.5617
C (0.5216, -1.7937, 2.1703)  0.0310
C (-1.0221, -2.2541, 0.3319)  -0.0488
C (-2.7547, 1.0767, 3.4552)  -0.0122
H (-0.7665, 1.0504, 4.8584)  0.0028
H (-0.1146, -0.5596, 4.7396)  0.0004
H (0.1622, 0.6108, 3.4435)  -0.0140
H (-3.5752, -1.4519, 3.9096)  0.0013
H (-2.5972, -1.0310, 5.3028)  0.0015
H (-0.8155, -2.5941, 4.5876)  -0.0007
H (-2.3406, -3.4304, 4.6269)  0.0019
H (-1.0434, -3.9353, 2.5343)  0.0004
H (-2.6182, -3.2381, 2.2148)  0.0069
H (0.9745, -0.9529, 1.6400)  -0.0208
H (1.0403, -2.7041, 1.8641)  0.0009
H (0.7186, -1.6689, 3.2296)  0.0025
H (-2.0362, -2.4364, -0.0175)  0.0020
H (-0.4448, -3.1577, 0.1358)  -0.0010
H (-0.5996, -1.4476, -0.2714)  0.0145
H (-2.2513, 1.8845, 2.9235)  -0.0022
H (-2.9269, 1.4144, 4.4762)  0.0006
H (-3.7293, 0.9243, 2.9941)  0.0046
C (-5.6760, 6.3407, 4.2388)  0.0120
C (-4.7395, 5.1624, 4.6070)  0.0184
C (-4.8203, 4.8947, 6.1099)  0.0266
C (-4.1344, 5.9799, 6.9413)  -0.0215
C (-2.6862, 6.1766, 6.4932)  0.0236
C (-2.5645, 6.4640, 4.9972)  0.0177
N (-3.3129, 5.4225, 4.2209)  0.4010
O (-2.6424, 4.3189, 4.2099)  0.5294
C (-3.0810, 7.8756, 4.6707)  0.0080
C (-1.1004, 6.4508, 4.5778)  -0.0022
C (-5.2448, 3.9744, 3.7977)  -0.0168
H (-6.6568, 5.9604, 3.9579)  0.0018
H (-5.8456, 7.0341, 5.0603)  0.0004
H (-5.2990, 6.9042, 3.3856)  -0.0122
H (-4.3550, 3.9296, 6.3353)  0.0027
H (-5.8698, 4.8117, 6.4002)  0.0007
H (-4.6751, 6.9265, 6.8728)  -0.0010
H (-4.1584, 5.7030, 7.9967)  0.0016
H (-2.2230, 6.9941, 7.0493)  0.0005
H (-2.1178, 5.2735, 6.7367)  0.0049
H (-3.0594, 8.0518, 3.5945)  -0.0073
H (-2.4325, 8.6149, 5.1408)  0.0004
H (-4.0854, 8.0766, 5.0284)  0.0004
H (-0.6057, 5.5152, 4.8317)  0.0010
H (-0.5732, 7.2548, 5.0907)  0.0005
H (-1.0003, 6.6098, 3.5031)  -0.0011
H (-5.2112, 4.2013, 2.7307)  -0.0036
H (-6.2794, 3.7629, 4.0660)  -0.0003
H (-4.6693, 3.0677, 3.9699)  0.0136

***

The total energy results, record by record, are as follows: -6726.502; -7357.918; -17034.906; -79568.875 eV.
The max |F| results, record by record, are as follows: 6.8; 3.9; 6.6; 1.7 eV/Å.